DFT (the ωB97M-V functional and the def2-TZVPD basis) results for the ion C3H3O2 with charge +1 at a distorted geometry.

Each line ends with the natural charge from an NBO analysis.
Geometry (Å):
C1 -0.36 -0.85 0.09  0.005
C2 -1.03 1.19 0.42  0.256
C3 0.79 -0.27 -0.16  0.620
O1 -1.40 -0.05 0.44  -0.401
O2 2.00 -0.11 -0.32  -0.513
H1 -0.54 -1.93 0.03  0.292
H2 -1.81 1.89 0.70  0.172
H3 2.36 0.15 -1.19  0.568

Computed properties:
2S+1 = 1
Kohn-Sham gap (alpha / beta) = 8.8 / 8.8 eV
ΔE to the lowest compared entry with this formula, charge and spin = 116.5 kcal/mol
Charge = +1
LUMO energy (alpha / beta) = -6.23 / -6.23 eV


DFT (the ωB97M-V functional and the def2-TZVPD basis) results for the ion C3H3O2 with charge +1 at a distorted geometry.

Each line ends with the natural charge from an NBO analysis.
Geometry (Å):
C1 0.86 -0.06 0.00  -0.297
C2 -0.23 1.16 0.00  0.359
C3 -0.01 -1.09 0.00  0.187
O1 -1.37 0.64 0.00  -0.053
O2 -1.28 -0.74 0.00  -0.066
H1 1.92 0.03 -0.02  0.296
H2 -0.08 2.23 0.00  0.281
H3 0.18 -2.16 0.02  0.292

Computed properties:
2S+1 = 1
Kohn-Sham gap = 10.6 eV
ΔE to the lowest compared entry with this formula, charge and spin = 72.3 kcal/mol
Charge = +1
LUMO energy = -6.18 eV